Density functional theory data (wB97M-V/def2-TZVPD) for a cluster of 5 separate species, C30H49F2N2O11 in total in a non-equilibrium geometry.

Structure (XYZ):
```
94
C30H49F2N2O11 wB97M-V/def2-TZVPD
C -0.9836 -1.2395 4.3220
C -1.0673 -0.2197 3.0404
C -1.0779 -1.1783 1.6718
C -2.4247 0.7546 3.0662
C -2.0263 2.3650 2.9150
C -1.2342 2.8596 1.5679
O -0.6844 1.9632 0.7027
O -1.0816 4.2904 1.1433
C -1.5870 2.9257 4.3913
C -0.0845 2.6345 4.9779
C 1.1473 3.0624 3.9839
O 1.0094 4.3834 3.3508
C 1.9675 4.5667 2.2383
O 2.1628 3.6442 1.2570
C -2.2072 4.4508 4.5779
O -1.7973 5.4496 5.4035
N -3.3352 4.4468 3.5616
C -3.4879 3.1576 2.7329
N -4.7622 2.3626 2.9149
C -5.6291 2.8933 4.0353
O -6.3433 4.0223 4.0261
F -5.7390 2.0563 5.2851
C -5.6105 2.5476 1.6457
O -6.1568 1.4961 0.9912
F -5.9392 3.8957 1.0635
H -1.5903 -0.9040 5.2648
H 0.1656 -1.3304 4.6241
H -1.3241 -2.3458 4.0696
H -0.1383 0.5278 2.9859
H 0.0487 -1.3260 1.3440
H -1.6840 -0.6717 0.7984
H -1.5619 -2.2246 1.8867
H -3.1250 0.4071 2.1701
H -3.0474 0.5351 4.0561
H -2.2626 2.2677 5.1234
H 0.0407 1.4914 5.2604
H 0.0759 3.2323 5.9989
H 2.1255 3.1154 4.6627
H 1.3148 2.1713 3.2376
H 2.5965 5.5709 2.0938
H -3.3481 5.2096 2.8478
H -3.4878 3.3359 1.5531
C 4.5352 -3.3045 1.0220
C 4.5478 -2.3375 -0.1337
C 3.1635 -1.7318 -0.0551
O 2.7821 -1.7431 1.3275
C 3.7153 -2.5573 2.0510
H 5.5317 -3.5711 1.3829
H 4.0179 -4.2259 0.7293
H 5.3048 -1.5633 0.0389
H 4.7536 -2.8079 -1.0986
H 2.4343 -2.3336 -0.6078
H 3.1318 -0.7074 -0.4374
H 4.3443 -1.8911 2.6514
H 3.1747 -3.2279 2.7246
C -7.3152 3.8758 -1.9245
C -8.4897 3.7062 -2.8531
C -7.9258 4.1946 -4.1696
O -6.5216 3.9027 -4.1547
C -6.1486 3.5254 -2.8221
H -7.3679 3.2496 -1.0302
H -7.2412 4.9227 -1.6069
H -8.7515 2.6443 -2.9298
H -9.3808 4.2564 -2.5404
H -8.0406 5.2787 -4.2735
H -8.3934 3.7100 -5.0315
H -5.9578 2.4467 -2.8215
H -5.2287 4.0427 -2.5362
C 4.5526 -0.3434 -5.0276
C 4.5836 -1.8215 -5.3192
C 4.3384 -2.4196 -3.9510
O 3.5212 -1.4873 -3.2297
C 3.4839 -0.2536 -3.9603
H 4.3335 0.2728 -5.9032
H 5.5185 -0.0258 -4.6170
H 3.7606 -2.0836 -5.9944
H 5.5187 -2.1610 -5.7719
H 5.2751 -2.5414 -3.3968
H 3.8342 -3.3889 -4.0015
H 2.4870 -0.1586 -4.4045
H 3.6426 0.5848 -3.2766
C 5.5772 -7.4416 -3.8490
C 4.2233 -7.6609 -3.2249
C 3.9815 -6.3432 -2.5214
O 4.6587 -5.3343 -3.2835
C 5.5145 -5.9803 -4.2361
H 5.7816 -8.0991 -4.6978
H 6.3614 -7.5962 -3.0983
H 3.4725 -7.8084 -4.0101
H 4.1842 -8.5188 -2.5489
H 4.4111 -6.3456 -1.5141
H 2.9184 -6.0967 -2.4468
H 5.0674 -5.8517 -5.2278
H 6.4980 -5.5023 -4.2320
```

HOMO energy in hartree: -0.1758
Total charge: -1
Kohn-Sham gap in eV: 6.043



Density functional theory data (wB97M-V/def2-TZVPD) for a structure of composition C30H49GeHfN3PS.

Structure (XYZ):
```
86
C30H49GeHfN3PS wB97M-V/def2-TZVPD
Hf -0.7294 0.4910 -0.1829
C -3.0280 -3.5766 -1.4428
C -1.8208 -3.7453 -0.5208
C -0.5802 -4.1797 -1.2995
P -1.5180 -2.1780 0.4102
C -3.0107 -1.9591 1.4808
C -3.2173 -3.0387 2.5347
C -2.9097 -0.5704 2.1067
C -0.0943 -2.4666 1.4885
C 0.1295 -3.7416 2.0166
C 1.2276 -4.0416 2.8026
C 1.4559 -5.4224 3.3523
C 2.1250 -3.0033 3.0445
C 1.9315 -1.7348 2.5360
C 0.8165 -1.4175 1.7457
N 0.6160 -0.1070 1.2604
C 1.4682 0.8911 1.8650
C 2.6130 1.3214 1.1905
C 2.8799 0.8670 -0.2182
C 3.4678 2.2287 1.8014
C 3.2146 2.7214 3.0734
C 4.1649 3.6756 3.7432
C 2.0605 2.2958 3.7185
C 1.1795 1.3945 3.1374
C -0.0693 0.9894 3.8626
H -3.1648 -4.4842 -2.0326
H -2.8744 -2.7476 -2.1380
H -3.9523 -3.4010 -0.8929
H -2.0582 -4.5084 0.2254
H -0.4011 -3.5124 -2.1435
H -0.7312 -5.1853 -1.6952
H 0.3139 -4.1920 -0.6770
H -3.8512 -1.9612 0.7800
H -2.3715 -3.0720 3.2235
H -3.3328 -4.0267 2.0873
H -4.1181 -2.8331 3.1155
H -2.0428 -0.5015 2.7609
H -3.7995 -0.3333 2.6923
H -2.8493 0.2351 1.3474
H -0.5853 -4.5298 1.8077
H 0.5372 -6.0082 3.3426
H 1.8205 -5.3812 4.3786
H 2.2000 -5.9605 2.7617
H 3.0030 -3.1901 3.6525
H 2.6594 -0.9677 2.7615
H 2.6944 -0.1991 -0.3551
H 3.9046 1.0924 -0.5131
H 2.1960 1.4363 -0.8622
H 4.3526 2.5591 1.2677
H 4.7639 4.2164 3.0115
H 4.8504 3.1378 4.4013
H 3.6292 4.4038 4.3515
H 1.8331 2.6852 4.7052
H -0.1295 1.4846 4.8304
H -0.1060 -0.0903 4.0291
H -0.9495 1.2788 3.2867
C -1.6225 5.3456 -1.1741
Ge -1.7924 3.3943 -1.2703
C -3.6920 2.8575 -1.1138
C -1.3079 2.9357 -3.1415
C -0.7377 2.4591 0.0717
H -2.1713 5.7893 -2.0055
H -0.5734 5.6308 -1.2545
H -2.0163 5.7489 -0.2420
H -4.3076 3.3064 -1.8956
H -4.1039 3.1450 -0.1460
H -3.7876 1.7698 -1.2112
H -1.6584 3.7300 -3.8037
H -1.7777 2.0042 -3.4642
H -0.2250 2.8574 -3.2482
H -0.7841 3.1619 0.9090
S -0.1311 -0.6558 -2.4205
C 0.5032 0.2849 -3.7300
N 1.6294 0.9612 -3.5935
C 2.2153 1.7793 -4.6566
C 1.8216 1.2031 -6.0054
C 0.3139 1.0291 -6.0617
N -0.1233 0.2613 -4.8948
H 2.0677 0.9344 -2.6860
H 3.2953 1.7760 -4.5252
H 1.8622 2.8084 -4.5549
H 2.3112 0.2393 -6.1538
H 2.1470 1.8703 -6.8014
H 0.0133 0.4862 -6.9552
H -0.1906 1.9982 -6.0602
H -0.9906 -0.2489 -4.9285
```

HOMO energy in hartree: -0.3584
Total charge: +1
Kohn-Sham gap in eV: 6.997



What is the total charge in the second record? +1



Among the records above, which one has the highest Kohn-Sham gap? C30H49GeHfN3PS